i) Formula: C4H8NO3
Source: OMol25
Level of theory: wB97M-V/def2-TZVPD

The geometry in ORCA input format:
```
! wB97M-V def2-TZVPD RIJCOSX def2/J DEFGRID3
* xyz 1 1
N -1.703 -0.079 -0.510
C -0.300 0.781 -0.550
C 0.090 0.749 -2.060
O -0.606 0.212 -2.809
C 0.922 0.016 0.088
C 0.656 -0.497 1.512
O -0.368 -1.075 1.771
O 1.538 0.013 2.417
H -2.504 0.507 -0.880
H -1.563 -0.914 -1.050
H -1.844 -0.390 0.464
H -0.642 1.740 -0.008
H 1.025 1.116 -2.319
H 1.884 0.703 -0.087
H 1.254 -0.886 -0.627
H 1.586 -0.814 3.101
*
```

structure (SMILES) = [NH3+][C@H](C=O)CC(=O)O
gap between HOMO and LUMO = 11.6 eV


ii) Formula: C4H8NO3
Source: OMol25
Level of theory: wB97M-V/def2-TZVPD

The geometry in ORCA input format:
```
! wB97M-V def2-TZVPD RIJCOSX def2/J DEFGRID3
* xyz 1 1
N -0.421 -0.636 1.259
C 0.563 -0.090 0.242
C -0.018 0.982 -0.660
C -0.649 2.152 0.050
O -1.091 1.983 1.166
C 0.884 -1.237 -0.735
O 1.652 -1.228 -1.636
O 0.051 -2.301 -0.502
H 0.086 -1.384 1.750
H -0.593 0.102 1.956
H -1.312 -0.952 0.886
H 1.431 0.274 0.813
H 0.884 1.331 -1.211
H -0.544 0.650 -1.554
H -0.795 3.083 -0.473
H -0.128 -2.729 -1.349
*
```

structure (SMILES) = [NH3+][C@H](CC=O)C(=O)O
gap between HOMO and LUMO = 11.2 eV


Last place for stability: i)


i) Formula: C2H4NP
Source: OMol25
Level of theory: wB97M-V/def2-TZVPD

The geometry in ORCA input format:
```
! wB97M-V def2-TZVPD RIJCOSX def2/J DEFGRID3
* xyz 0 3
C 0.809 -0.575 -1.003
C -0.265 1.107 -1.134
N 0.879 0.455 -1.696
P -0.075 -1.343 0.372
H -1.276 1.077 -1.690
H -0.114 1.951 -0.368
H 0.463 -0.481 1.580
H 0.970 -2.233 0.585
*
```

gap between HOMO and LUMO (alpha / beta) = 7.8 / 9.8 eV


ii) Formula: C2H4NP
Source: OMol25
Level of theory: wB97M-V/def2-TZVPD

The geometry in ORCA input format:
```
! wB97M-V def2-TZVPD RIJCOSX def2/J DEFGRID3
* xyz 0 3
C 0.654 0.556 0.092
C -0.532 -0.411 -0.095
N 1.837 0.077 -0.041
P -2.107 0.282 0.082
H 0.268 1.667 0.130
H -0.442 -1.450 -0.396
H 2.495 0.849 -0.128
H -3.063 -0.898 -0.012
*
```

gap between HOMO and LUMO (alpha / beta) = 8.2 / 7.1 eV


Last place for stability: i)


i) Formula: C4H9NO
Source: OMol25
Level of theory: wB97M-V/def2-TZVPD

The geometry in ORCA input format:
```
! wB97M-V def2-TZVPD RIJCOSX def2/J DEFGRID3
* xyz 1 2
O 1.092 -0.726 2.618
C 0.983 -0.925 1.471
C -0.162 -0.419 0.473
C 0.519 0.395 -0.635
C -0.381 0.541 -1.872
N -1.114 0.301 1.175
H 1.706 -1.540 0.909
H -0.646 -1.312 0.073
H 1.450 -0.132 -0.886
H 0.819 1.346 -0.218
H -0.228 1.470 -2.426
H -0.151 -0.258 -2.562
H -1.419 0.371 -1.614
H -1.690 -0.234 1.820
H -0.777 1.123 1.672
*
```

gap between HOMO and LUMO (alpha / beta) = 11.4 / 7.3 eV


ii) Formula: C4H9NO
Source: OMol25
Level of theory: wB97M-V/def2-TZVPD

The geometry in ORCA input format:
```
! wB97M-V def2-TZVPD RIJCOSX def2/J DEFGRID3
* xyz 1 2
C 0.525 1.185 -1.426
C 1.130 0.214 -0.380
N 0.419 0.187 0.844
C -0.429 -0.903 1.208
C -1.759 -0.888 0.431
O -2.323 0.132 0.187
H -0.242 1.820 -0.973
H -0.090 0.626 -2.128
H 1.270 1.810 -1.895
H 2.183 0.476 -0.254
H 1.164 -0.822 -0.733
H 0.800 0.712 1.630
H 0.093 -1.854 1.074
H -0.574 -0.834 2.291
H -2.168 -1.860 0.125
*
```

gap between HOMO and LUMO (alpha / beta) = 11.1 / 6.9 eV


iii) Formula: C4H9NO
Source: OMol25
Level of theory: wB97M-V/def2-TZVPD

The geometry in ORCA input format:
```
! wB97M-V def2-TZVPD RIJCOSX def2/J DEFGRID3
* xyz 1 2
C -0.649 -1.085 -0.190
C -0.019 -2.459 0.016
C 0.312 0.042 -0.047
N -0.227 1.374 -0.222
C 0.503 2.534 0.228
O 1.481 -0.005 0.200
H -1.169 -1.002 -1.156
H -1.479 -0.890 0.500
H -0.134 -3.099 -0.846
H -0.530 -2.944 0.851
H 1.018 -2.361 0.304
H -1.173 1.467 -0.600
H 1.356 2.680 -0.452
H -0.140 3.399 0.172
H 0.851 2.349 1.243
*
```

gap between HOMO and LUMO (alpha / beta) = 12.9 / 7.3 eV


Last place for stability: ii)


i) Formula: H2N2O5S
Source: OMol25
Level of theory: wB97M-V/def2-TZVPD

The geometry in ORCA input format:
```
! wB97M-V def2-TZVPD RIJCOSX def2/J DEFGRID3
* xyz 0 1
O -1.590 0.514 0.996
S -1.777 -0.892 0.620
O -1.134 -1.790 1.462
N -0.181 -0.825 -0.841
O -0.365 -1.608 -1.722
O 1.078 -0.248 -0.907
N 1.206 1.090 -0.590
O 0.777 1.396 0.695
H 2.196 1.221 -0.356
H -0.209 1.142 0.644
*
```

structure (SMILES) = O=S(=O)=[N+]([O-])ONO
gap between HOMO and LUMO (alpha / beta) = 8.5 / 8.5 eV


ii) Formula: H2N2O5S
Source: OMol25
Level of theory: wB97M-V/def2-TZVPD

The geometry in ORCA input format:
```
! wB97M-V def2-TZVPD RIJCOSX def2/J DEFGRID3
* xyz 0 1
O 1.530 -0.230 2.121
N 1.116 -0.366 1.003
N -0.033 -0.508 0.589
O 0.080 -0.423 -0.828
H 1.708 -0.120 0.209
H -0.809 -0.551 -1.162
O -2.506 -1.592 -0.250
S -1.910 -2.517 0.645
O -2.309 -2.491 1.990
O -0.936 -3.482 0.231
*
```

structure (SMILES) = [O-]/[NH+]=N/O.O=S(=O)=O
gap between HOMO and LUMO = 9.8 eV


iii) Formula: H2N2O5S
Source: OMol25
Level of theory: wB97M-V/def2-TZVPD

The geometry in ORCA input format:
```
! wB97M-V def2-TZVPD RIJCOSX def2/J DEFGRID3
* xyz 0 1
O 1.968 -0.150 0.505
N 1.008 0.154 1.100
S -0.325 0.703 -0.080
O -1.650 0.647 0.450
O -0.118 0.405 -1.451
O 0.217 2.182 0.223
H -0.013 2.518 0.993
N -0.507 -2.522 -0.513
O -0.243 -1.663 0.325
H -0.338 -2.275 -1.553
*
```

structure (SMILES) = O=NS(=O)(=O)O.N=O
gap between HOMO and LUMO = 8.7 eV


Last place for stability: i)


i) Formula: C7H14O3
Source: OMol25
Level of theory: wB97M-V/def2-TZVPD

The geometry in ORCA input format:
```
! wB97M-V def2-TZVPD RIJCOSX def2/J DEFGRID3
* xyz 0 1
C -1.656 0.338 1.373
O -1.478 -0.142 0.057
C -0.168 -0.151 -0.497
C -0.338 -0.063 -2.022
C 0.636 1.061 -0.020
C 0.061 2.410 -0.341
O 1.706 0.947 0.555
C 0.581 -1.493 -0.200
C 0.695 -1.860 1.279
O 1.851 -1.474 -0.809
H -0.795 0.155 2.016
H -2.521 -0.195 1.779
H -1.878 1.411 1.378
H -0.751 0.894 -2.329
H 0.630 -0.221 -2.496
H -1.018 -0.852 -2.332
H 0.556 2.800 -1.221
H 0.273 3.087 0.482
H -1.004 2.360 -0.529
H 0.019 -2.285 -0.711
H 1.239 -1.090 1.826
H 1.255 -2.790 1.357
H -0.285 -2.007 1.722
H 2.392 -0.839 -0.317
*
```

structure (SMILES) = CO[C@@](C)(C(C)=O)[C@H](C)O
gap between HOMO and LUMO = 10.3 eV


ii) Formula: C7H14O3
Source: OMol25
Level of theory: wB97M-V/def2-TZVPD

The geometry in ORCA input format:
```
! wB97M-V def2-TZVPD RIJCOSX def2/J DEFGRID3
* xyz 0 1
C -2.501 1.426 0.656
C -1.003 1.450 0.481
O -0.366 2.452 0.692
C -0.337 0.157 -0.004
C -0.634 0.057 -1.509
C -0.891 -1.070 0.720
C 1.178 0.315 0.228
C 2.045 -0.938 0.092
O 3.368 -0.664 0.456
O 1.987 -1.421 -1.225
H -2.993 0.884 -0.145
H -2.873 2.446 0.697
H -2.734 0.937 1.601
H -0.406 0.998 -2.005
H -0.015 -0.721 -1.944
H -1.679 -0.185 -1.685
H -0.640 -1.040 1.778
H -0.468 -1.972 0.285
H -1.971 -1.131 0.619
H 1.341 0.697 1.238
H 1.554 1.063 -0.474
H 1.729 -1.718 0.800
H 3.675 0.109 -0.035
H 2.634 -2.130 -1.318
*
```

structure (SMILES) = CC(=O)C(C)(C)CC(O)O
gap between HOMO and LUMO = 10.2 eV


Last place for stability: i)


i) Formula: C15H40ClO19S5
Source: OMol25
Level of theory: wB97M-V/def2-TZVPD

The geometry in ORCA input format:
```
! wB97M-V def2-TZVPD RIJCOSX def2/J DEFGRID3
* xyz -1 1
Cl 0.591 -1.511 0.096
O 1.122 -2.753 -0.403
O -0.438 -0.994 -0.758
O 0.110 -1.615 1.450
O 1.722 -0.614 0.102
O 0.063 -0.244 5.541
S -0.537 0.992 5.099
O -1.848 1.440 5.506
O 0.388 2.287 5.432
C 1.801 2.105 5.325
C 2.437 2.913 4.229
C -0.511 1.073 3.297
H 2.137 1.066 5.331
H 2.222 2.454 6.276
H 2.198 3.980 4.321
H 1.967 2.757 3.252
H 3.518 2.837 4.147
H -0.557 2.091 2.923
H -1.350 0.444 3.010
H 0.430 0.626 2.974
O 0.297 -4.745 5.403
S 0.919 -4.480 4.131
O 2.067 -5.292 3.760
O -0.237 -4.544 2.989
C 0.260 -4.623 1.646
C -0.457 -5.787 0.944
C 1.360 -2.726 3.999
H 1.334 -4.613 1.486
H -0.067 -3.726 1.109
H -0.295 -5.871 -0.132
H -1.547 -5.696 0.908
H -0.196 -6.664 1.538
H 1.796 -2.519 4.973
H 0.470 -2.134 3.819
H 2.078 -2.719 3.184
O -0.169 4.691 2.255
S -0.766 4.939 0.954
O -1.031 6.279 0.516
O 0.144 4.215 -0.188
C 0.505 2.859 -0.019
C 1.471 2.565 -1.199
C -2.313 4.002 0.773
H -0.325 2.153 -0.052
H 1.106 2.760 0.887
H 2.297 3.260 -1.037
H 0.936 2.865 -2.100
H 1.857 1.556 -1.306
H -2.114 2.938 0.864
H -2.669 4.254 -0.221
H -2.915 4.351 1.608
O -2.630 0.299 -4.688
S -2.567 1.318 -3.680
O -1.296 1.960 -3.460
O -3.698 2.425 -4.069
C -4.934 1.882 -4.587
C -6.089 2.553 -3.878
C -3.245 0.673 -2.078
H -5.003 0.813 -4.391
H -4.960 2.067 -5.660
H -5.996 2.487 -2.791
H -6.946 1.939 -4.169
H -6.214 3.620 -4.052
H -3.737 1.393 -1.437
H -2.507 0.033 -1.587
H -3.928 -0.112 -2.416
O 1.850 -2.076 -6.285
S 1.754 -2.221 -4.870
O 1.013 -3.265 -4.203
O 3.329 -2.349 -4.436
C 3.587 -2.479 -3.024
C 5.042 -2.884 -2.872
C 1.473 -0.535 -4.195
H 2.929 -3.230 -2.583
H 3.352 -1.577 -2.452
H 5.235 -2.826 -1.800
H 5.732 -2.251 -3.428
H 5.148 -3.889 -3.282
H 0.623 -0.644 -3.520
H 1.104 0.054 -5.032
H 2.316 -0.051 -3.718
*
```

gap between HOMO and LUMO = 9.3 eV


ii) Formula: C15H40ClO19S5
Source: OMol25
Level of theory: wB97M-V/def2-TZVPD

The geometry in ORCA input format:
```
! wB97M-V def2-TZVPD RIJCOSX def2/J DEFGRID3
* xyz -1 1
Cl 0.530 0.492 1.072
O 1.457 1.323 0.400
O 0.201 -0.575 0.207
O 1.132 -0.102 2.213
O -0.670 1.306 1.396
O 3.357 -3.215 -1.924
S 4.143 -2.241 -1.204
O 4.329 -2.337 0.280
O 5.642 -2.165 -1.894
C 5.670 -2.093 -3.296
C 6.774 -2.838 -3.954
C 3.526 -0.536 -1.601
H 5.547 -1.050 -3.588
H 4.772 -2.496 -3.765
H 7.688 -2.665 -3.386
H 6.939 -2.452 -4.960
H 6.642 -3.916 -4.044
H 3.334 -0.518 -2.673
H 4.360 0.052 -1.219
H 2.696 -0.389 -0.910
O -6.419 -0.524 -1.378
S -5.098 -0.087 -0.930
O -4.873 0.575 0.347
O -4.140 -1.388 -1.117
C -2.874 -1.261 -0.551
C -2.226 -2.623 -0.359
C -4.292 1.005 -2.216
H -2.903 -0.779 0.426
H -2.236 -0.614 -1.153
H -2.240 -3.127 -1.326
H -2.753 -3.161 0.429
H -1.169 -2.675 -0.096
H -3.355 1.406 -1.830
H -4.817 1.913 -2.513
H -4.191 0.258 -3.003
O -4.459 -1.821 3.271
S -4.366 -0.892 4.373
O -5.357 -0.922 5.456
O -2.870 -1.067 5.036
C -1.688 -0.940 4.236
C -0.447 -0.538 5.068
C -4.205 0.935 3.800
H -1.792 -0.234 3.412
H -1.473 -1.883 3.735
H -0.556 -0.402 6.144
H -0.109 0.420 4.671
H 0.457 -1.120 4.889
H -5.181 1.059 3.332
H -3.444 1.088 3.035
H -4.092 1.613 4.646
O 1.317 6.339 3.309
S 1.614 5.046 3.908
O 2.803 4.861 4.703
O 0.371 4.508 4.838
C -0.996 4.785 4.432
C -1.838 3.658 4.944
C 1.740 3.826 2.562
H -0.979 4.767 3.342
H -1.268 5.714 4.933
H -1.585 2.719 4.453
H -2.896 3.798 4.720
H -1.629 3.445 5.992
H 2.393 4.273 1.812
H 0.753 3.737 2.109
H 2.159 2.892 2.936
O 2.394 0.751 -5.861
S 2.081 -0.646 -5.795
O 3.113 -1.707 -5.713
O 1.092 -0.834 -4.508
C 0.626 -2.126 -4.282
C 0.044 -2.125 -2.895
C 0.930 -0.852 -7.280
H 1.315 -2.968 -4.352
H -0.216 -2.411 -4.914
H 0.851 -1.957 -2.182
H -0.244 -3.161 -2.718
H -0.842 -1.490 -2.898
H 0.407 -1.800 -7.159
H 1.450 -0.731 -8.230
H 0.139 -0.107 -7.190
*
```

gap between HOMO and LUMO = 8.9 eV


Last place for stability: ii)